## a
{"formula": "C2H11N3P", "method": "wB97M-V/def2-TZVPD", "lumo_ev": -4.44, "e_homo_ev": -13.189, "orbital_gap_ha": 0.3215, "charge": 1, "symbols": ["C", "C", "N", "N", "N", "P", "H", "H", "H", "H", "H", "H", "H", "H", "H", "H", "H"], "xyz": [[-0.036, -2.055, 0.591], [-0.892, -0.943, 0.089], [1.045, -1.495, 1.344], [-1.635, 1.538, -0.100], [-2.030, -1.126, -0.515], [-0.540, 0.621, 0.738], [0.101, -2.875, -0.165], [-0.786, -2.642, 1.221], [1.095, -1.560, 2.305], [1.940, -1.727, 1.131], [-2.585, 1.513, 0.310], [-1.297, 2.450, -0.061], [-2.461, -0.222, -0.848], [-3.728, 0.280, -1.227], [-2.487, -1.919, -0.709], [-4.435, -0.130, -1.397], [0.730, 0.842, -0.051]], "lowdin_charge": [-0.246, -0.474, 0.005, -0.241, 0.166, 0.930, 0.157, 0.159, 0.072, 0.059, 0.069, 0.020, 0.010, 0.040, 0.089, 0.126, 0.060]}

## b
{"formula": "C2H11N3P", "method": "wB97M-V/def2-TZVPD", "lumo_ev": -3.29, "e_homo_ev": -13.184, "orbital_gap_ha": 0.3637, "charge": 1, "symbols": ["C", "C", "N", "N", "N", "P", "H", "H", "H", "H", "H", "H", "H", "H", "H", "H", "H"], "xyz": [[-0.405, 1.141, 0.462], [0.257, -0.260, 0.258], [-1.757, 0.905, 0.315], [1.351, -0.545, 0.935], [1.052, -0.274, -1.646], [-1.146, -1.466, 0.098], [-0.021, 1.837, -0.252], [-0.146, 1.499, 1.395], [-2.255, 0.846, 1.277], [-2.137, 1.657, -0.176], [1.639, -1.498, 0.900], [2.049, 0.059, 1.102], [0.749, -1.116, -2.142], [0.591, 0.323, -2.268], [2.058, -0.189, -1.571], [-0.297, -2.498, 0.375], [-1.673, -1.220, 1.389]], "lowdin_charge": [-0.278, -0.529, -0.089, 0.124, 0.127, 0.908, 0.124, 0.106, 0.147, 0.078, 0.107, 0.080, 0.092, 0.065, 0.100, -0.119, -0.045]}

## c
{"formula": "C2H11N3P", "method": "wB97M-V/def2-TZVPD", "lumo_ev": -3.03, "e_homo_ev": -13.201, "orbital_gap_ha": 0.3737, "charge": 1, "smiles": "NC[PH3]C(N)=[NH2+]", "symbols": ["N", "C", "P", "C", "N", "N", "H", "H", "H", "H", "H", "H", "H", "H", "H", "H", "H"], "xyz": [[-0.235, 1.126, -1.544], [0.853, 0.345, -1.616], [1.275, -0.475, 0.094], [-0.675, -0.200, 1.066], [-1.530, -1.103, 0.500], [-0.969, 0.336, 2.212], [-0.751, 1.048, -2.314], [-0.023, 2.068, -1.265], [0.570, -0.531, -2.194], [1.783, 0.809, -2.102], [2.567, -0.724, -0.408], [1.705, 0.601, 0.898], [1.178, -1.762, 0.712], [-2.464, -1.180, 0.791], [-1.133, -1.503, -0.327], [-0.414, 1.104, 2.688], [-1.739, 0.041, 2.810]], "lowdin_charge": [-0.021, -0.440, 0.838, -0.410, 0.118, 0.129, 0.044, 0.107, 0.088, 0.134, -0.058, -0.005, 0.011, 0.099, 0.080, 0.157, 0.129]}

Winner for stability: b

## a
{"formula": "C23H34N4O2", "method": "wB97M-V/def2-TZVPD", "lumo_ev": 0.43, "e_homo_ev": -8.032, "orbital_gap_ha": 0.3110, "charge": 0, "smiles": "COc1ccc(-c2ncc(CN3CCN(CCC(C)C)[C@H](CCO)C3)cn2)cc1", "symbols": ["C", "O", "C", "C", "C", "C", "C", "N", "C", "C", "C", "N", "C", "C", "N", "C", "C", "C", "C", "C", "C", "C", "C", "O", "C", "C", "N", "C", "C", "H", "H", "H", "H", "H", "H", "H", "H", "H", "H", "H", "H", "H", "H", "H", "H", "H", "H", "H", "H", "H", "H", "H", "H", "H", "H", "H", "H", "H", "H", "H", "H", "H", "H"], "xyz": [[-0.901, 6.972, -4.662], [0.187, 6.195, -4.221], [0.021, 5.391, -3.141], [-1.154, 5.276, -2.402], [-1.205, 4.425, -1.317], [-0.096, 3.670, -0.945], [-0.164, 2.773, 0.201], [-1.304, 2.717, 0.889], [-1.383, 1.853, 1.882], [-0.324, 1.029, 2.248], [-0.416, -0.090, 3.243], [-0.057, -1.302, 2.532], [0.329, -2.439, 3.337], [0.973, -3.481, 2.406], [0.143, -3.861, 1.278], [-0.862, -4.860, 1.601], [-0.300, -6.286, 1.664], [0.325, -6.830, 0.370], [-0.585, -6.633, -0.839], [1.698, -6.220, 0.102], [-0.368, -2.689, 0.578], [0.763, -1.975, -0.176], [0.250, -1.062, -1.296], [1.245, -0.201, -1.789], [-1.044, -1.714, 1.555], [0.842, 1.213, 1.506], [0.923, 2.051, 0.495], [1.081, 3.786, -1.690], [1.138, 4.634, -2.770], [-0.539, 7.519, -5.531], [-1.749, 6.345, -4.957], [-1.224, 7.684, -3.896], [-2.032, 5.846, -2.665], [-2.112, 4.332, -0.740], [-2.335, 1.814, 2.401], [0.312, 0.062, 4.046], [-1.425, -0.127, 3.691], [-0.535, -2.879, 3.869], [1.062, -2.121, 4.083], [1.901, -3.060, 2.011], [1.222, -4.376, 2.976], [-1.637, -4.826, 0.834], [-1.354, -4.656, 2.567], [0.447, -6.351, 2.458], [-1.132, -6.936, 1.948], [0.457, -7.910, 0.520], [-1.591, -6.994, -0.631], [-0.635, -5.582, -1.109], [-0.195, -7.183, -1.692], [1.607, -5.145, -0.014], [2.127, -6.644, -0.803], [2.375, -6.423, 0.929], [-1.107, -3.033, -0.155], [1.329, -1.369, 0.532], [1.436, -2.719, -0.604], [-0.075, -1.659, -2.152], [-0.612, -0.477, -0.945], [1.458, 0.455, -1.112], [-1.913, -2.203, 2.034], [-1.411, -0.839, 1.017], [1.736, 0.646, 1.733], [1.941, 3.202, -1.405], [2.039, 4.735, -3.355]], "lowdin_charge": [-0.088, -0.080, -0.273, -0.015, -0.019, -0.169, -0.291, 0.140, -0.075, -0.182, -0.146, -0.179, -0.158, -0.149, -0.143, -0.198, -0.163, -0.424, -0.079, -0.079, -0.286, -0.123, -0.264, -0.067, -0.126, -0.073, 0.133, -0.017, 0.005, 0.093, 0.096, 0.095, 0.102, 0.107, 0.120, 0.128, 0.128, 0.120, 0.122, 0.122, 0.116, 0.113, 0.114, 0.101, 0.113, 0.129, 0.078, 0.070, 0.076, 0.054, 0.074, 0.076, 0.147, 0.093, 0.119, 0.123, 0.111, 0.051, 0.132, 0.113, 0.127, 0.107, 0.118]}

## b
{"formula": "C23H34N4O2", "method": "wB97M-V/def2-TZVPD", "lumo_ev": 0.66, "e_homo_ev": -8.014, "orbital_gap_ha": 0.3189, "charge": 0, "smiles": "CC(C)/C=C/C(=O)N1CCC(N2CCC(C(=O)NCc3ccccn3)CC2)CC1", "symbols": ["C", "C", "C", "C", "C", "C", "O", "N", "C", "C", "C", "N", "C", "C", "C", "C", "O", "N", "C", "C", "C", "C", "C", "C", "N", "C", "C", "C", "C", "H", "H", "H", "H", "H", "H", "H", "H", "H", "H", "H", "H", "H", "H", "H", "H", "H", "H", "H", "H", "H", "H", "H", "H", "H", "H", "H", "H", "H", "H", "H", "H", "H", "H"], "xyz": [[8.196, 2.214, 0.789], [6.711, 2.452, 0.507], [6.050, 3.169, 1.687], [6.029, 1.141, 0.262], [5.437, 0.793, -0.871], [4.891, -0.566, -1.142], [5.377, -1.256, -2.022], [3.886, -1.007, -0.348], [3.345, -2.335, -0.545], [1.899, -2.272, -1.028], [1.025, -1.473, -0.047], [-0.343, -1.457, -0.561], [-1.083, -2.677, -0.282], [-1.610, -2.778, 1.157], [-2.449, -1.554, 1.535], [-3.794, -1.550, 0.815], [-4.105, -2.315, -0.074], [-4.657, -0.626, 1.312], [-5.832, -0.234, 0.576], [-5.655, 1.123, -0.059], [-6.547, 1.593, -1.019], [-6.330, 2.843, -1.570], [-5.234, 3.581, -1.148], [-4.409, 3.027, -0.184], [-4.612, 1.835, 0.349], [-1.665, -0.275, 1.203], [-1.185, -0.320, -0.255], [1.657, -0.085, 0.088], [3.111, -0.202, 0.560], [8.320, 1.604, 1.681], [8.709, 3.160, 0.944], [8.661, 1.699, -0.048], [6.616, 3.077, -0.387], [6.540, 4.122, 1.872], [4.998, 3.356, 1.481], [6.124, 2.563, 2.588], [6.049, 0.449, 1.096], [5.457, 1.449, -1.732], [3.397, -2.877, 0.408], [3.976, -2.840, -1.279], [1.856, -1.785, -2.003], [1.522, -3.286, -1.144], [1.077, -1.962, 0.944], [-1.935, -2.703, -0.964], [-0.452, -3.540, -0.496], [-2.220, -3.679, 1.241], [-0.775, -2.865, 1.857], [-2.662, -1.579, 2.612], [-4.297, 0.084, 1.932], [-6.702, -0.215, 1.244], [-6.001, -0.994, -0.193], [-7.385, 0.984, -1.323], [-7.001, 3.235, -2.320], [-5.026, 4.557, -1.557], [-3.540, 3.557, 0.185], [-2.283, 0.613, 1.346], [-0.806, -0.206, 1.874], [-2.063, -0.400, -0.905], [-0.670, 0.605, -0.515], [1.636, 0.415, -0.881], [1.119, 0.527, 0.811], [3.553, 0.792, 0.635], [3.133, -0.671, 1.553]], "lowdin_charge": [-0.074, -0.434, -0.076, -0.097, -0.005, -0.461, 0.055, -0.053, -0.134, -0.110, -0.323, -0.125, -0.170, -0.123, -0.230, -0.463, 0.071, 0.060, -0.119, -0.256, -0.021, -0.065, -0.067, -0.137, 0.104, -0.126, -0.174, -0.121, -0.146, 0.080, 0.076, 0.080, 0.134, 0.076, 0.075, 0.079, 0.132, 0.122, 0.131, 0.121, 0.130, 0.107, 0.145, 0.117, 0.111, 0.119, 0.109, 0.146, 0.124, 0.130, 0.126, 0.114, 0.107, 0.100, 0.106, 0.096, 0.112, 0.128, 0.109, 0.130, 0.107, 0.108, 0.132]}

Winner for stability: b

## a
{"formula": "C14H42O7", "method": "wB97M-V/def2-TZVPD", "lumo_ev": 0.40, "e_homo_ev": -9.898, "orbital_gap_ha": 0.3785, "charge": 0, "smiles": "CCO.CCO.CCO.CCO.CCO.CCO.CCO", "symbols": ["C", "C", "O", "H", "H", "H", "H", "H", "H", "C", "C", "O", "H", "H", "H", "H", "H", "H", "C", "C", "O", "H", "H", "H", "H", "H", "H", "C", "C", "O", "H", "H", "H", "H", "H", "H", "C", "C", "O", "H", "H", "H", "H", "H", "H", "C", "C", "O", "H", "H", "H", "H", "H", "H", "C", "C", "O", "H", "H", "H", "H", "H", "H"], "xyz": [[-3.763, -1.948, -3.059], [-4.626, -1.341, -1.995], [-3.839, -1.227, -0.795], [-2.847, -1.377, -3.214], [-4.308, -1.965, -4.003], [-3.481, -2.967, -2.791], [-5.496, -1.974, -1.803], [-4.983, -0.352, -2.294], [-4.343, -0.754, -0.125], [2.655, -1.996, 5.700], [2.524, -1.015, 4.541], [1.173, -0.681, 4.270], [2.262, -1.572, 6.624], [3.701, -2.266, 5.862], [2.104, -2.915, 5.486], [3.012, -1.417, 3.648], [3.017, -0.081, 4.813], [0.778, -1.370, 3.730], [-1.935, 4.141, -2.692], [-2.324, 2.903, -3.473], [-1.315, 1.902, -3.447], [-2.742, 4.880, -2.746], [-1.042, 4.593, -3.122], [-1.761, 3.941, -1.634], [-2.487, 3.156, -4.523], [-3.276, 2.487, -3.119], [-1.430, 1.385, -2.635], [1.450, 2.950, 3.645], [1.760, 4.375, 4.059], [2.153, 5.186, 2.965], [2.315, 2.514, 3.134], [0.626, 2.886, 2.931], [1.200, 2.307, 4.491], [2.529, 4.359, 4.838], [0.873, 4.831, 4.500], [3.074, 4.997, 2.766], [3.018, -2.585, -0.272], [1.686, -3.046, 0.281], [1.705, -4.432, 0.634], [2.984, -1.512, -0.475], [3.279, -3.132, -1.176], [3.817, -2.714, 0.463], [0.900, -2.850, -0.454], [1.418, -2.482, 1.176], [1.294, -4.924, -0.079], [-0.689, 0.031, 1.120], [-0.978, 0.989, -0.034], [-1.525, 0.306, -1.156], [-0.300, -0.897, 0.696], [-1.604, -0.241, 1.650], [0.047, 0.467, 1.794], [-0.040, 1.427, -0.378], [-1.611, 1.819, 0.296], [-2.350, -0.141, -0.904], [0.945, -1.356, -4.677], [0.948, -1.807, -3.222], [1.053, -0.733, -2.299], [0.456, -2.115, -5.289], [1.939, -1.153, -5.077], [0.379, -0.425, -4.762], [1.763, -2.489, -2.980], [0.018, -2.367, -3.039], [0.243, -0.216, -2.370]], "lowdin_charge": [-0.079, -0.293, -0.097, 0.070, 0.082, 0.082, 0.113, 0.114, 0.098, -0.089, -0.324, -0.092, 0.072, 0.072, 0.072, 0.106, 0.106, 0.072, -0.088, -0.326, -0.099, 0.072, 0.075, 0.063, 0.107, 0.104, 0.022, -0.098, -0.333, -0.076, 0.074, 0.066, 0.070, 0.109, 0.109, 0.080, -0.088, -0.319, -0.077, 0.072, 0.069, 0.072, 0.096, 0.091, 0.076, -0.061, -0.285, -0.123, 0.061, 0.078, 0.064, 0.119, 0.112, 0.055, -0.075, -0.322, -0.090, 0.070, 0.072, 0.071, 0.097, 0.105, 0.046]}

## b
{"formula": "C14H42O7", "method": "wB97M-V/def2-TZVPD", "lumo_ev": 0.49, "e_homo_ev": -9.507, "orbital_gap_ha": 0.3674, "charge": 0, "smiles": "CCO.CCO.CCO.CCO.CCO.CCO.CCO", "symbols": ["C", "C", "O", "H", "H", "H", "H", "H", "H", "C", "C", "O", "H", "H", "H", "H", "H", "H", "C", "C", "O", "H", "H", "H", "H", "H", "H", "C", "C", "O", "H", "H", "H", "H", "H", "H", "C", "C", "O", "H", "H", "H", "H", "H", "H", "C", "C", "O", "H", "H", "H", "H", "H", "H", "C", "C", "O", "H", "H", "H", "H", "H", "H"], "xyz": [[-2.375, 2.905, -0.483], [-1.965, 4.148, 0.419], [-1.209, 5.177, -0.215], [-3.160, 3.172, -1.191], [-2.765, 2.216, 0.266], [-1.460, 2.551, -0.959], [-1.410, 3.828, 1.301], [-2.952, 4.493, 0.727], [-1.373, 6.020, 0.214], [0.515, 0.104, -0.066], [1.183, -0.954, -1.054], [1.958, -1.909, -0.470], [1.274, 0.804, 0.284], [-0.142, -0.293, 0.708], [-0.179, 0.645, -0.710], [1.701, -0.511, -1.905], [0.430, -1.509, -1.613], [2.171, -2.486, -1.207], [5.429, -1.118, 3.014], [4.103, -1.447, 2.186], [4.317, -1.091, 0.780], [5.676, -0.061, 3.115], [6.263, -1.727, 2.664], [5.349, -1.495, 4.034], [3.313, -0.830, 2.613], [3.952, -2.522, 2.287], [3.502, -1.395, 0.374], [-3.440, 0.843, 4.251], [-1.923, 1.036, 4.031], [-1.235, 0.578, 5.155], [-3.702, 1.110, 5.275], [-3.774, -0.160, 3.987], [-4.093, 1.394, 3.573], [-1.672, 2.096, 4.013], [-1.499, 0.571, 3.140], [-0.490, 1.167, 5.295], [-3.444, -3.015, -0.459], [-2.986, -2.140, 0.693], [-3.016, -2.726, 1.936], [-4.424, -3.330, -0.100], [-2.809, -3.888, -0.610], [-3.656, -2.525, -1.409], [-3.324, -1.108, 0.591], [-1.917, -2.047, 0.501], [-2.399, -3.458, 1.998], [1.069, 2.858, -3.343], [1.507, 4.011, -2.380], [1.219, 3.714, -1.050], [1.515, 2.935, -4.335], [0.007, 3.070, -3.471], [1.180, 1.855, -2.930], [1.264, 5.017, -2.722], [2.594, 4.077, -2.418], [0.426, 4.150, -0.728], [-0.101, -3.405, -4.110], [1.154, -4.081, -3.420], [2.181, -3.341, -2.881], [-0.681, -2.842, -3.379], [-0.682, -4.242, -4.497], [0.120, -2.669, -4.883], [1.617, -4.700, -4.189], [0.793, -4.833, -2.718], [2.478, -2.689, -3.520]], "lowdin_charge": [-0.051, -0.284, -0.087, 0.072, 0.065, 0.041, 0.104, 0.102, 0.093, -0.030, -0.321, -0.080, 0.073, 0.052, 0.044, 0.104, 0.088, 0.055, -0.089, -0.260, -0.111, 0.062, 0.061, 0.054, 0.097, 0.101, 0.008, -0.069, -0.328, -0.081, 0.075, 0.064, 0.061, 0.100, 0.098, 0.082, -0.088, -0.371, -0.053, 0.071, 0.072, 0.072, 0.116, 0.088, 0.096, -0.067, -0.324, -0.077, 0.064, 0.059, 0.053, 0.111, 0.097, 0.035, -0.062, -0.310, -0.065, 0.049, 0.072, 0.067, 0.103, 0.116, 0.111]}

Winner for stability: a

## a
{"formula": "C2H8IN2", "method": "wB97M-V/def2-TZVPD", "lumo_ev": -4.49, "e_homo_ev": -12.968, "orbital_gap_ha": 0.3116, "charge": 1, "symbols": ["C", "C", "N", "N", "I", "H", "H", "H", "H", "H", "H", "H", "H"], "xyz": [[0.023, 0.991, -0.506], [-0.460, -0.379, -0.761], [1.542, 0.667, 0.844], [-0.332, -1.120, 0.604], [3.256, 0.111, -0.165], [0.633, 1.465, -1.313], [-0.544, 1.726, 0.104], [-0.168, -1.014, -1.602], [-1.521, -0.290, -1.133], [1.572, 1.560, 1.276], [-1.178, -0.853, 1.128], [0.320, -0.413, 1.083], [-0.051, -2.110, 0.381]], "lowdin_charge": [-0.037, -0.203, -0.559, 0.147, 0.772, 0.096, 0.115, 0.130, 0.147, -0.028, 0.167, 0.062, 0.192]}

## b
{"formula": "C2H8IN2", "method": "wB97M-V/def2-TZVPD", "lumo_ev": -4.11, "e_homo_ev": -13.872, "orbital_gap_ha": 0.3589, "charge": 1, "symbols": ["C", "C", "N", "N", "I", "H", "H", "H", "H", "H", "H", "H", "H"], "xyz": [[1.323, 0.641, -0.442], [0.986, -1.542, 0.734], [-1.657, 0.984, -0.288], [0.532, -0.463, 0.218], [-1.626, -0.764, 0.418], [2.353, 0.357, -0.339], [0.940, 0.514, -1.486], [1.242, 1.745, -0.266], [0.262, -2.205, 1.097], [2.119, -1.759, 0.670], [-2.046, 1.723, 0.259], [-3.408, -0.491, 0.516], [-1.020, 1.260, -1.091]], "lowdin_charge": [-0.054, -0.046, -0.495, -0.418, 1.562, 0.076, 0.101, 0.114, 0.003, 0.151, 0.019, -0.068, 0.055]}

Winner for stability: a